Record 1
56
Properties=species:S:1:pos:R:3:forces:R:3:lowdin_charge:R:1 method="wB97M-V/def2-TZVPD" multiplicity=5 homo_energy_ev="-5.5 / -7.9" relative_energy_kcal_mol=1.2
O -4.918 -1.195 -1.513 2.056 -0.682 1.058 0.153
C -4.131 -1.580 -0.749 -3.821 1.677 -2.581 -0.124
Fe -3.326 -2.289 0.663 -2.834 0.747 0.244 0.129
C -4.416 -1.168 1.794 -2.482 1.975 2.366 -0.044
O -5.349 -0.660 2.247 1.512 -0.884 -0.954 0.138
C -4.772 -3.533 0.784 -3.825 -2.592 0.611 -0.048
O -5.838 -3.988 0.837 2.280 1.100 -0.235 0.140
C -1.744 -1.132 0.351 1.854 2.014 1.256 -0.233
C -1.298 -2.035 -0.735 1.308 0.171 -1.030 -0.201
C -2.134 -3.250 -0.541 1.372 -2.729 -0.863 -0.237
C -2.002 -3.857 0.730 1.108 -1.099 -1.287 -0.192
C -1.579 -3.055 1.800 0.738 -0.946 1.696 -0.127
C -1.621 -1.660 1.651 1.497 1.470 -0.330 -0.187
H -1.786 -0.060 0.173 -0.022 -0.200 0.172 0.114
H -1.388 -1.587 -1.734 -0.290 -0.077 0.301 0.119
H -0.221 -2.266 -0.595 -0.209 -0.064 -0.161 0.126
H -2.513 -3.808 -1.394 0.180 -0.042 0.186 0.122
H -2.267 -4.908 0.872 -0.029 0.410 0.105 0.125
H -1.413 -3.495 2.785 -0.176 0.147 -0.320 0.113
H -1.587 -0.985 2.512 -0.174 -0.378 -0.219 0.129
C 1.798 -0.287 -4.576 0.297 -0.292 -0.243 -0.071
C 0.774 0.402 -3.726 -0.077 0.264 0.381 -0.197
O 1.419 0.734 -2.459 -0.846 0.132 0.383 -0.004
C 0.566 0.969 -1.432 -1.449 -0.090 -1.339 -0.421
C 1.171 0.854 -0.085 -0.034 0.156 0.229 0.039
C 1.939 -0.357 0.189 1.128 -1.234 0.860 -0.411
O 2.424 -0.694 1.269 -0.660 0.656 -1.039 0.076
O 2.182 -1.150 -0.899 0.188 0.750 0.485 -0.038
C 3.513 -1.716 -0.827 -0.153 -0.227 -0.065 -0.211
C 3.845 -2.198 -2.212 0.033 -0.191 -0.339 -0.071
C 0.969 1.852 0.909 -0.130 0.299 0.524 -0.133
C 1.465 1.704 2.250 0.003 -0.091 0.038 0.013
C 1.329 2.684 3.205 -0.164 0.514 0.010 0.012
C 0.710 3.918 2.888 -0.034 -0.108 -0.418 -0.254
O 0.693 4.881 3.853 -0.205 -0.008 -0.712 -0.079
C 0.199 6.200 3.506 0.155 -0.661 0.075 -0.054
C 0.164 4.077 1.590 0.201 0.019 0.306 -0.006
C 0.291 3.078 0.636 0.088 -0.179 0.088 0.011
O -0.634 1.177 -1.627 1.704 -0.076 0.471 0.084
H 1.352 -0.536 -5.542 0.058 0.072 0.013 0.084
H 2.684 0.331 -4.746 -0.118 0.005 0.005 0.086
H 2.119 -1.223 -4.110 -0.135 0.194 -0.092 0.058
H 0.409 1.333 -4.176 -0.018 -0.231 0.072 0.128
H -0.076 -0.272 -3.547 0.192 0.384 0.123 0.122
H 4.229 -0.931 -0.549 -0.285 -0.150 0.195 0.133
H 3.508 -2.500 -0.063 0.211 0.113 -0.229 0.126
H 4.871 -2.580 -2.241 -0.153 -0.037 0.023 0.083
H 3.158 -2.988 -2.538 0.162 0.114 0.056 0.086
H 3.776 -1.364 -2.921 0.085 -0.210 0.219 0.062
H 1.970 0.776 2.504 -0.195 0.359 -0.013 0.103
H 1.715 2.537 4.217 -0.101 0.052 -0.380 0.125
H 0.367 6.793 4.405 -0.078 -0.029 -0.179 0.091
H 0.766 6.624 2.663 -0.167 -0.175 0.241 0.098
H -0.874 6.163 3.269 0.308 0.029 0.058 0.096
H -0.349 5.000 1.332 0.103 -0.224 -0.017 0.104
H -0.143 3.217 -0.350 0.043 0.083 0.194 0.115

Record 2
74
Properties=species:S:1:pos:R:3:forces:R:3:lowdin_charge:R:1 method="wB97M-V/def2-TZVPD" multiplicity=2 total_charge=+1 homo_energy_ev="-10.3 / -10.3" relative_energy_kcal_mol=69.8
W 1.771 1.921 2.069 -1.686 0.249 0.301 1.779
C 2.857 0.850 3.832 -0.211 0.136 -0.479 -0.244
C 3.970 1.516 3.174 -0.006 0.145 0.042 -0.210
C 4.453 0.678 2.198 0.107 -0.074 0.081 -0.104
C 3.801 -0.595 2.313 0.028 0.107 0.036 -0.091
C 2.885 -0.511 3.327 -0.119 0.025 0.089 -0.130
H 2.427 1.168 4.772 0.088 -0.048 0.060 0.120
H 4.324 2.505 3.410 0.055 0.001 -0.060 0.095
H 5.194 0.959 1.465 0.066 -0.095 0.033 0.119
H 3.971 -1.449 1.675 0.035 -0.031 0.048 0.112
H 2.226 -1.296 3.661 0.029 -0.048 -0.055 0.107
C -2.886 -7.865 -6.731 0.003 -0.005 -0.015 -0.065
O -3.124 -7.769 -5.335 -0.008 -0.008 -0.006 -0.064
C -2.537 -6.765 -4.657 -0.008 -0.014 0.014 -0.276
C -2.809 -6.716 -3.286 0.020 0.026 -0.009 0.019
C -2.256 -5.729 -2.506 -0.014 -0.025 -0.024 -0.011
C -1.417 -4.761 -3.071 -0.011 -0.009 0.013 -0.163
C -1.158 -4.815 -4.434 -0.006 -0.011 -0.026 -0.025
C -1.707 -5.806 -5.233 0.001 0.004 0.013 -0.006
C -0.855 -3.728 -2.206 0.077 -0.012 -0.016 -0.242
N -1.210 -3.507 -0.959 -0.040 0.024 0.022 0.197
C -0.438 -2.462 -0.544 0.007 -0.018 -0.076 -0.165
C 0.407 -2.037 -1.548 0.020 -0.029 0.036 -0.118
N 0.134 -2.864 -2.608 -0.072 -0.003 -0.002 0.190
C 1.331 -0.962 -1.394 -0.024 0.015 0.080 -0.050
C 2.231 -0.495 -2.363 0.017 -0.001 -0.022 0.035
C 3.063 0.549 -2.054 0.002 0.000 0.009 -0.003
C 2.983 1.148 -0.797 0.015 -0.056 -0.026 -0.113
N 2.135 0.729 0.132 0.195 0.220 -0.035 -0.048
C 1.326 -0.321 -0.145 0.065 -0.020 -0.056 -0.145
C 0.457 -0.757 0.910 0.036 -0.104 -0.002 -0.132
N 0.566 -0.094 2.071 0.005 0.036 -0.130 -0.027
C -0.201 -0.448 3.090 -0.035 -0.007 -0.053 -0.129
C -1.106 -1.505 3.004 0.006 0.011 0.025 -0.006
C -1.227 -2.201 1.824 -0.015 -0.021 0.019 0.046
C -0.430 -1.829 0.738 0.056 0.073 0.025 -0.049
H -3.445 -8.731 -7.070 0.000 0.002 0.000 0.097
H -1.824 -8.014 -6.940 -0.001 0.002 0.003 0.098
H -3.244 -6.974 -7.253 0.000 -0.001 0.002 0.098
H -3.457 -7.470 -2.862 0.000 -0.005 -0.004 0.127
H -2.466 -5.691 -1.446 0.011 0.016 0.004 0.115
H -0.534 -4.072 -4.918 0.005 0.014 0.025 0.107
H -1.490 -5.817 -6.290 -0.004 -0.004 0.004 0.106
H 0.581 -2.873 -3.507 0.007 0.012 -0.002 0.152
H 2.272 -0.955 -3.342 0.001 0.000 -0.001 0.125
H 3.773 0.934 -2.772 0.000 -0.003 -0.002 0.123
H 3.599 1.996 -0.539 -0.010 0.003 0.004 0.107
H -0.099 0.126 4.000 0.007 0.012 -0.005 0.128
H -1.702 -1.757 3.869 0.001 -0.005 -0.001 0.122
H -1.921 -3.024 1.718 0.001 0.000 -0.016 0.131
C -3.027 6.415 -0.509 -0.021 0.039 -0.015 -0.064
C -1.801 5.579 -0.244 0.009 0.022 0.019 -0.294
O -2.178 4.508 0.650 -0.060 -0.437 -0.207 -0.398
P -1.076 3.577 1.371 -0.336 1.124 -0.201 -0.031
S -2.504 2.294 2.117 0.129 -0.005 0.006 0.604
S 0.259 3.055 -0.027 -0.050 0.000 -0.072 0.460
O -0.480 4.627 2.411 0.136 -0.100 -0.142 -0.349
C -1.332 5.453 3.242 -0.049 -0.022 0.047 -0.256
C -0.952 5.245 4.687 -0.015 0.004 0.047 -0.056
H -2.781 7.223 -1.199 0.014 -0.009 -0.001 0.085
H -3.407 6.857 0.412 0.002 -0.017 0.008 0.081
H -3.815 5.810 -0.956 0.003 -0.009 0.007 0.084
H -1.008 6.167 0.226 -0.002 0.002 -0.003 0.116
H -1.404 5.139 -1.159 -0.009 0.000 0.000 0.094
H -2.378 5.200 3.064 0.008 -0.016 -0.002 0.103
H -1.172 6.484 2.924 -0.006 -0.005 -0.002 0.126
H -1.052 4.194 4.959 -0.010 -0.003 -0.011 0.081
H -1.611 5.831 5.329 0.010 0.015 -0.009 0.086
H 0.076 5.555 4.875 0.010 -0.020 -0.027 0.081
O 4.385 4.885 2.593 0.236 -0.028 0.109 -0.494
Se 2.919 4.647 2.044 -0.627 -1.388 0.018 1.213
O 2.083 3.496 3.178 0.207 0.406 0.048 -0.651
O 0.069 2.236 2.490 1.648 -0.508 0.754 -0.700
O 2.993 3.110 1.083 0.076 0.481 -0.236 -0.761

Record 3
11
Properties=species:S:1:pos:R:3:forces:R:3:lowdin_charge:R:1 method="wB97M-V/def2-TZVPD" smiles="[H]/N=C/NOC" homo_energy_ev=-8.8 relative_energy_kcal_mol=150.8
H 1.179 1.728 -1.644 -0.484 -1.615 1.196 0.054
N 0.792 0.900 -1.057 1.767 5.673 4.007 0.035
C 0.804 1.284 0.293 -2.017 -5.127 -1.954 -0.155
N 0.095 0.096 0.930 1.451 2.736 3.807 -0.178
O -0.948 -0.327 0.169 -0.861 -1.737 -0.672 -0.308
C -0.681 -1.672 -0.382 2.849 -0.166 -0.311 -0.114
H 1.157 2.012 1.212 -0.433 -1.279 -3.192 0.150
H -0.150 0.174 2.076 0.444 -0.016 -4.269 0.189
H -0.640 -2.401 0.551 -0.387 1.128 -2.266 0.088
H 0.544 -1.640 -0.878 -3.963 -0.180 1.393 0.138
H -1.459 -1.911 -1.249 1.633 0.586 2.260 0.103

Record 4
10
Properties=species:S:1:pos:R:3:forces:R:3:lowdin_charge:R:1 method="wB97M-V/def2-TZVPD" homo_energy_ev="-8.9 / -8.8" relative_energy_kcal_mol=64.3
C -1.760 0.415 -0.723 -0.475 0.665 3.235 -0.093
C -1.284 -0.483 0.100 0.460 -0.221 -1.104 0.006
O 0.990 -1.555 2.285 -0.454 0.590 1.797 -0.430
O 1.931 -0.350 0.103 -0.302 -1.070 0.030 -0.799
O 1.863 1.531 -1.710 -0.069 -0.809 0.422 -0.517
P 1.367 -1.756 0.920 0.805 0.605 -2.747 0.841
S 2.030 1.225 -0.285 0.026 0.765 0.396 0.877
H -2.512 1.074 -0.221 -0.151 -0.549 -0.667 0.074
H -1.253 0.936 -1.484 0.638 -0.131 -1.416 0.028
H -1.373 -1.037 1.016 -0.479 0.154 0.053 0.013